(1)
{"formula": "C32H27NO3", "method": "ωB97M-V/def2-TZVPD", "elements": ["C", "C", "O", "C", "C", "N", "C", "C", "C", "C", "C", "C", "C", "C", "C", "C", "C", "C", "C", "O", "H", "H", "H", "H", "H", "H", "H", "H", "H", "H", "H", "H", "H", "H", "H", "H", "C", "C", "C", "C", "C", "O", "C", "C", "C", "C", "C", "C", "C", "C", "C", "C", "H", "H", "H", "H", "H", "H", "H", "H", "H", "H", "H"], "xyz": [[5.920, 0.802, 3.380], [4.766, 1.531, 4.019], [3.562, 0.916, 3.501], [2.396, 1.555, 3.791], [1.309, 0.793, 3.141], [0.053, 0.882, 3.437], [-0.923, 0.049, 3.059], [-2.273, 0.618, 3.049], [-3.420, -0.140, 3.371], [-4.687, 0.444, 3.337], [-4.829, 1.796, 2.996], [-3.688, 2.570, 2.725], [-2.421, 1.991, 2.782], [-0.651, -1.357, 2.714], [-1.613, -2.171, 2.059], [-1.373, -3.525, 1.819], [-0.139, -4.097, 2.162], [0.855, -3.295, 2.737], [0.602, -1.947, 2.989], [2.298, 2.572, 4.446], [6.858, 1.131, 3.832], [5.829, -0.283, 3.505], [5.965, 1.023, 2.308], [4.771, 1.408, 5.110], [4.774, 2.598, 3.762], [1.648, 0.311, 2.196], [-3.309, -1.184, 3.662], [-5.566, -0.158, 3.577], [-5.822, 2.250, 2.957], [-3.787, 3.627, 2.473], [-1.530, 2.594, 2.611], [-2.556, -1.730, 1.737], [-2.153, -4.137, 1.363], [0.054, -5.155, 1.974], [1.832, -3.712, 2.990], [1.415, -1.350, 3.401], [1.375, 4.223, 10.947], [0.347, 3.926, 10.041], [0.552, 2.992, 9.025], [1.803, 2.339, 8.880], [2.037, 1.374, 7.825], [3.270, 0.793, 7.891], [3.543, -0.335, 7.139], [2.610, -0.822, 6.203], [2.904, -2.075, 5.601], [4.113, -2.701, 5.844], [5.032, -2.158, 6.754], [4.751, -0.968, 7.415], [1.480, -0.010, 5.930], [1.170, 1.034, 6.798], [2.818, 2.631, 9.820], [2.606, 3.560, 10.834], [1.220, 4.967, 11.731], [-0.618, 4.429, 10.126], [-0.244, 2.742, 8.323], [2.135, -2.528, 4.972], [4.345, -3.637, 5.329], [5.970, -2.674, 6.948], [5.429, -0.532, 8.143], [0.719, -0.398, 5.261], [0.247, 1.605, 6.696], [3.781, 2.130, 9.752], [3.410, 3.773, 11.539]], "mulliken_charge": [-1.34, 0.15, -0.20, 0.32, -0.44, -0.33, -0.36, 0.43, -0.50, -0.72, -0.41, -0.59, -0.45, 1.27, -0.65, -0.79, -0.53, -1.01, -0.43, -0.68, 0.41, 0.29, 0.32, 0.00, 0.34, 0.67, 0.62, 0.37, 0.36, 0.38, 0.40, 0.69, 0.38, 0.38, 0.50, 0.84, -0.43, -0.70, -0.45, 0.42, 0.98, -0.40, 0.25, 0.60, -0.89, -0.73, -0.48, -0.76, -0.40, -0.78, -0.39, -0.56, 0.37, 0.38, 0.30, 0.55, 0.41, 0.40, 0.45, 1.07, 0.32, 0.39, 0.38], "lumo_ev": -1.76, "e_tot_ev": -41251.802, "homo_energy_ev": -5.502, "de_lowest_kcal_mol": 1.2}

***

(2)
{"formula": "H2", "method": "ωB97M-V/def2-TZVPD", "elements": ["H", "H"], "xyz": [[0.000, 0.000, 1.195], [0.000, 0.000, -1.195]], "mulliken_charge": [0.00, 0.00], "lumo_ev": -3.09, "e_tot_ev": -25.550, "homo_energy_ev": -9.852, "de_lowest_kcal_mol": 139.3}

***

(3)
{"formula": "C43H44BrN11O4PPb", "method": "ωB97M-V/def2-TZVPD", "elements": ["Pb", "C", "N", "C", "C", "N", "C", "P", "C", "N", "C", "C", "N", "C", "C", "N", "C", "C", "N", "C", "H", "H", "H", "H", "H", "H", "H", "H", "H", "H", "H", "H", "H", "H", "H", "C", "O", "C", "C", "C", "Br", "C", "C", "C", "O", "C", "N", "C", "C", "C", "C", "C", "C", "N", "H", "H", "H", "H", "H", "H", "H", "H", "H", "H", "H", "C", "C", "C", "C", "C", "C", "N", "N", "C", "C", "C", "C", "C", "C", "H", "H", "H", "H", "H", "H", "H", "H", "H", "O", "C", "O", "C", "N", "C", "C", "C", "H", "H", "H", "H", "H", "H", "H", "H", "H"], "xyz": [[-1.281, -0.063, 0.343], [1.329, 2.134, 5.145], [1.195, 1.621, 3.780], [2.131, 1.783, 2.795], [1.620, 1.198, 1.678], [0.388, 0.677, 1.973], [0.142, 0.958, 3.246], [-1.414, 0.686, 4.160], [-2.466, 1.706, 3.075], [-2.505, 1.654, 1.749], [-3.333, 2.666, 1.343], [-3.809, 3.323, 2.440], [-3.255, 2.709, 3.526], [-3.479, 3.100, 4.921], [-1.928, -0.952, 3.558], [-2.292, -1.281, 2.320], [-2.874, -2.517, 2.404], [-2.858, -2.935, 3.702], [-2.263, -1.940, 4.422], [-2.011, -1.976, 5.866], [2.379, 2.117, 5.424], [0.773, 1.505, 5.833], [0.961, 3.156, 5.205], [3.067, 2.286, 2.970], [2.063, 1.100, 0.700], [-3.523, 2.865, 0.304], [-4.481, 4.159, 2.533], [-4.327, 3.777, 4.957], [-2.605, 3.609, 5.321], [-3.703, 2.226, 5.526], [-3.295, -3.019, 1.550], [-3.225, -3.837, 4.162], [-2.253, -2.969, 6.231], [-2.634, -1.249, 6.383], [-0.963, -1.773, 6.068], [-3.904, 1.521, -2.000], [-2.512, 1.706, -1.730], [-1.825, 2.498, -2.609], [-2.445, 3.226, -3.606], [-1.689, 4.034, -4.452], [-2.561, 5.033, -5.781], [-0.333, 4.118, -4.301], [0.322, 3.371, -3.294], [-0.435, 2.553, -2.431], [0.033, 1.886, -1.338], [1.745, 3.617, -3.217], [2.268, 4.773, -3.722], [3.569, 4.706, -3.514], [4.586, 5.653, -3.853], [5.868, 5.309, -3.567], [6.179, 4.060, -2.951], [5.209, 3.115, -2.600], [3.912, 3.461, -2.877], [2.708, 2.810, -2.713], [-4.457, 2.456, -1.894], [-4.268, 0.812, -1.260], [-4.057, 1.121, -3.004], [-3.516, 3.189, -3.743], [0.256, 4.758, -4.941], [0.783, 1.269, -1.532], [4.323, 6.592, -4.319], [6.677, 5.985, -3.809], [7.217, 3.835, -2.745], [5.480, 2.174, -2.141], [2.602, 1.856, -2.360], [2.515, -3.679, 4.077], [1.314, -4.363, 3.936], [0.459, -4.059, 2.888], [0.807, -3.058, 1.988], [1.996, -2.363, 2.133], [2.858, -2.685, 3.169], [-0.085, -2.703, 0.918], [-0.629, -3.704, 0.428], [-1.660, -3.480, -0.525], [-2.232, -4.631, -1.068], [-3.292, -4.547, -1.960], [-3.800, -3.309, -2.322], [-3.241, -2.140, -1.793], [-2.212, -2.267, -0.902], [3.187, -3.927, 4.888], [1.051, -5.145, 4.637], [-0.475, -4.589, 2.752], [2.247, -1.593, 1.419], [3.800, -2.162, 3.274], [-1.832, -5.586, -0.748], [-3.729, -5.450, -2.364], [-4.626, -3.236, -3.017], [-3.615, -1.173, -2.103], [1.813, -0.082, -1.716], [1.191, -0.953, -2.388], [-0.030, -1.160, -2.395], [2.042, -1.866, -3.289], [1.065, -2.713, -4.072], [1.480, -4.151, -3.949], [2.109, -4.194, -2.569], [2.899, -2.880, -2.507], [2.633, -1.255, -3.967], [0.960, -2.415, -5.040], [0.170, -2.503, -3.580], [2.218, -4.349, -4.724], [0.619, -4.797, -4.098], [2.746, -5.068, -2.450], [1.340, -4.229, -1.795], [3.872, -2.998, -2.983], [3.066, -2.538, -1.491]], "mulliken_charge": [1.77, -0.93, 0.14, -0.83, -0.92, 0.79, -0.30, -0.37, -0.20, 0.59, -0.83, -0.69, 0.12, -0.78, -0.32, 0.31, -0.78, -0.88, 0.37, -0.86, 0.35, 0.40, 0.33, 0.52, 0.66, 0.50, 0.45, 0.33, 0.31, 0.34, 0.70, 0.50, 0.32, 0.35, 0.34, -1.64, 0.76, -0.20, -0.15, -0.81, -0.14, -1.03, 0.35, 0.72, -0.03, 0.53, -0.62, 0.53, -0.71, -0.57, -0.43, -0.77, 0.85, 0.44, 0.50, 0.46, 0.42, 0.63, 0.65, -0.15, 0.50, 0.44, 0.44, 0.49, -0.02, -0.58, -0.88, -0.12, -0.22, -0.29, -0.83, 1.39, -0.85, 0.01, -0.08, -0.90, -0.54, -0.95, 0.68, 0.46, 0.47, 0.54, 0.47, 0.47, 0.55, 0.45, 0.45, 0.25, -0.88, 0.47, -0.96, -0.11, 0.00, -0.68, -0.17, -0.76, 0.45, 0.40, 0.18, 0.38, 0.41, 0.47, -0.12, 0.43, 0.30], "charge": 3, "lumo_ev": [-8.14, -9.83], "e_tot_ev": -154442.086, "homo_energy_ev": [-14.894, -14.846], "de_lowest_kcal_mol": 38.1}

***

(4)
{"formula": "C2N2O3", "method": "ωB97M-V/def2-TZVPD", "elements": ["N", "C", "N", "O", "O", "C", "O"], "xyz": [[-0.738, 0.481, 1.494], [0.279, 0.825, 0.971], [1.359, 1.182, 0.485], [1.832, 1.153, -0.668], [-1.966, -0.800, -0.950], [-0.901, -1.188, -0.763], [0.135, -1.653, -0.569]], "mulliken_charge": [-0.38, 0.63, 0.00, -0.23, -0.35, 0.73, -0.39], "lumo_ev": [-2.89, -2.89], "e_tot_ev": -11192.589, "smiles": "N#CN=O.O=C=O", "homo_energy_ev": [-10.851, -10.854], "de_lowest_kcal_mol": 16.1}